{
  "formula": "C38H82CdO21Zn",
  "method": "ωB97M-V/def2-TZVPD",
  "species": ["Cd", "Zn", "O", "O", "O", "O", "O", "O", "O", "O", "O", "O", "O", "O", "O", "O", "O", "O", "O", "O", "O", "O", "O", "C", "C", "C", "C", "C", "C", "C", "C", "C", "C", "C", "C", "C", "C", "C", "C", "C", "C", "C", "C", "C", "C", "C", "C", "C", "C", "C", "C", "C", "C", "C", "C", "C", "C", "C", "C", "C", "C", "H", "H", "H", "H", "H", "H", "H", "H", "H", "H", "H", "H", "H", "H", "H", "H", "H", "H", "H", "H", "H", "H", "H", "H", "H", "H", "H", "H", "H", "H", "H", "H", "H", "H", "H", "H", "H", "H", "H", "H", "H", "H", "H", "H", "H", "H", "H", "H", "H", "H", "H", "H", "H", "H", "H", "H", "H", "H", "H", "H", "H", "H", "H", "H", "H", "H", "H", "H", "H", "H", "H", "H", "H", "H", "H", "H", "H", "H", "H", "H", "H", "H"],
  "coordinates": [[-2.01490, 2.95887, 0.48747], [1.43617, -3.55322, -1.34823], [-2.18067, -0.76613, 2.97882], [1.88892, -3.01695, -3.32037], [1.68578, 2.42624, 6.28994], [-0.07118, 2.31819, 0.47845], [6.63614, 0.33944, 0.98729], [0.55507, -5.35753, -2.06372], [2.16249, -1.63413, -0.51076], [0.70999, -4.05886, 0.43868], [-2.57070, -3.79386, -2.32194], [0.28507, -2.12380, 2.43272], [-2.56060, 1.76936, 2.10871], [1.82995, 3.88110, 2.06463], [-4.16540, 3.57024, 0.29091], [-1.49713, 4.24925, 6.74963], [5.36818, 3.22025, -2.86827], [-0.04726, -2.62353, -1.67830], [-2.16524, 1.46432, -0.91571], [-1.54097, 4.26792, 2.07595], [-3.99045, -1.13136, -5.81704], [-1.70954, 4.43345, -1.11934], [-3.08291, 1.93928, 6.71154], [-1.79067, 3.70751, 5.67217], [5.95741, -1.54194, -0.41700], [-2.66699, 2.46010, 5.65793], [3.96357, 3.13655, -2.99091], [-4.40380, 0.88429, -4.55847], [-2.51022, 2.40080, 3.21270], [-4.00596, -1.05940, 1.49368], [-3.79921, -0.51584, -4.52704], [-1.21068, -0.65494, -1.36850], [0.46444, -5.31214, 1.10525], [2.63534, -2.32656, 2.94329], [0.05697, -6.06732, -4.36610], [-1.21295, 0.67507, -0.86724], [2.94366, -1.04802, -4.13820], [-1.00412, -5.66447, 1.01194], [-0.07272, -1.40499, -1.23183], [1.60288, 2.16848, 4.88766], [-3.22030, -1.68498, 2.64521], [0.07595, 1.21895, -0.05513], [-1.38236, 4.30514, 4.48167], [-3.66039, -5.89953, -1.86717], [-5.86791, 4.18753, -1.20264], [-1.73659, 3.77923, 3.23064], [2.89100, 1.49833, 4.38813], [-0.47416, -5.47166, -3.05518], [-1.21471, 5.74390, -0.84225], [-2.97806, 1.86369, 4.44799], [3.47695, 2.03420, -2.05222], [-4.95831, 3.01980, -0.76417], [5.57429, -0.57291, 0.71623], [1.16378, -0.85621, -0.56922], [3.96634, 4.84749, 2.34476], [3.17289, -2.50007, -3.75266], [0.27385, 5.90742, -1.20692], [-3.21543, -4.56434, -1.29698], [1.21210, 0.37355, 0.02706], [3.13703, 3.88916, 1.49222], [1.40045, -1.46650, 3.04365], [0.90506, 5.17263, -0.70609], [5.35570, -1.10882, 1.64302], [0.53470, -7.03692, -4.20313], [6.78238, -2.17866, -0.10375], [2.16065, -0.89543, -4.88522], [0.83931, -5.47109, -4.83915], [3.49957, -3.06522, -4.62859], [1.34871, -3.01290, -4.11705], [-6.67686, 3.85438, -1.85703], [5.59543, 3.43987, -1.95940], [2.27765, 3.17446, 6.40165], [0.92902, -6.23585, -1.93206], [3.75762, 2.03881, 4.76722], [-2.46174, -4.69043, -0.51613], [3.97500, -2.57507, -3.02119], [0.67746, 1.62895, 4.68197], [-0.76761, 5.19384, 4.50818], [-1.71126, -3.51949, -1.97089], [-4.06703, -6.46379, -1.02349], [2.99532, -2.39582, 1.91551], [1.54316, -0.46931, 2.62446], [5.03081, 4.72491, 2.13256], [-4.47262, -5.81827, -2.58841], [-4.07989, -4.02028, -0.91044], [-5.26675, 4.90884, -1.75208], [-6.33784, 4.62615, -0.32291], [1.32038, 3.16430, 1.66670], [4.69183, -0.00892, 0.41490], [2.86376, 1.40605, 3.29923], [-3.38410, -0.77719, 0.64466], [0.52917, -3.38321, 1.12011], [-5.46569, 2.11511, -0.41931], [-0.74769, -6.21864, -5.08406], [-4.75291, 3.97018, 0.93893], [-2.72172, -0.51586, -4.34029], [-2.13178, -1.01833, -1.80132], [2.64075, -0.46672, -3.26701], [-4.29183, 2.68307, -1.55692], [-4.51946, -0.15395, 1.82616], [1.44707, 3.12370, 4.38240], [2.42052, 1.84842, -2.26070], [-4.26907, -1.14986, -3.77197], [3.58567, 2.89199, 1.50505], [-0.93963, -4.50045, -3.21285], [-0.50434, -1.61647, 2.66238], [-1.79315, 6.39591, -1.50220], [2.98138, 4.30293, 0.48944], [3.74402, 2.88102, -4.03146], [-3.71441, -2.04169, -5.66827], [-3.55899, 0.95606, 4.35137], [1.08137, -1.37650, 4.08562], [-1.24824, -5.97158, -0.00719], [-1.83332, 4.30164, -2.06279], [2.97352, 0.46892, 4.74712], [-4.15725, 1.49402, -3.68889], [3.83451, -0.60708, -4.58943], [-1.38861, 5.97212, 0.20669], [3.74438, 4.59043, 3.37900], [-2.79235, -2.61985, 2.28054], [2.08853, 0.65963, 0.59124], [-4.82495, -1.69452, 1.14174], [0.83394, -5.31767, 2.12967], [6.11016, -0.95036, -1.31904], [3.46527, 4.10851, -2.90186], [-3.84765, -1.82860, 3.52622], [3.76431, 5.89155, 2.11018], [-5.48901, 0.79405, -4.61332], [2.43631, -3.29745, 3.39965], [-1.21302, -6.15421, -2.63060], [3.44092, -1.87749, 3.52755], [4.04363, 1.12810, -2.26802], [3.63452, 2.28069, -1.00196], [-2.81172, -6.40795, -2.32369], [0.57988, 6.91323, -0.92313], [1.01674, -6.08732, 0.57057], [-1.66953, -4.85629, 1.31199], [5.09028, -2.17424, -0.63312], [-1.24101, -6.55247, 1.60172], [-4.06571, 1.44166, -5.43259], [0.39387, 5.74088, -2.27948], [-2.51992, 0.14018, 2.94759], [7.23026, -0.11282, 1.59205]],
  "forces_ev_per_angstrom": [[-1.8, 2.5, 1.1], [1.9, -0.4, 0.6], [0.8, -1.5, 0.2], [1.6, -0.5, -0.1], [-0.1, -0.5, -0.1], [2.9, -0.8, -0.2], [-0.2, 0.1, -0.1], [0.8, -0.1, 0.3], [0.2, -1.7, -0.7], [0.3, -1.1, 1.2], [-0.6, 0.4, 0.2], [0.5, -0.6, -1.0], [-0.9, -1.0, 0.6], [0.3, -0.3, 0.2], [-0.4, -0.2, -0.3], [-0.4, -0.9, -0.5], [0.4, 0.5, -0.4], [-2.4, 2.2, -0.1], [0.0, -2.2, -2.0], [0.6, 1.3, 0.3], [0.0, 0.0, 0.5], [0.2, 0.2, -0.5], [0.7, 1.0, -0.6], [0.3, 1.1, 2.5], [-1.1, 0.4, 0.6], [-0.9, -1.1, 2.7], [0.1, -0.5, 0.0], [0.0, -0.3, -0.1], [0.5, 0.3, 3.4], [-1.1, -0.1, 0.1], [0.1, 0.1, -0.4], [0.1, 1.0, 0.3], [-0.3, -0.6, -0.5], [0.1, 0.3, 0.2], [0.3, 0.0, 0.3], [0.9, 0.0, 0.7], [0.2, 0.4, 0.0], [-0.1, -0.7, 0.0], [-1.6, -0.2, -0.8], [0.4, 0.8, 0.1], [-0.1, 1.5, -0.8], [-0.1, -1.4, -0.5], [0.1, -0.3, -3.5], [-0.2, 0.1, 0.7], [-0.1, -1.3, -0.5], [-0.8, -0.9, 1.7], [-0.9, -0.5, 0.0], [0.2, -0.8, -1.2], [0.7, 0.6, -0.9], [0.4, 0.6, -4.6], [-0.4, 0.4, -0.6], [-0.6, 1.0, 0.1], [0.4, -0.4, -0.2], [0.7, -0.4, 0.5], [0.3, -0.4, -0.6], [-0.3, 0.9, -1.3], [-0.7, -0.5, 0.1], [0.4, 0.2, -0.7], [-1.1, 1.1, -0.2], [-0.8, 1.0, 0.4], [-0.6, -0.2, 0.7], [-0.1, 0.1, 0.3], [-0.3, -0.1, -0.1], [-0.2, -0.1, 0.1], [0.2, 0.1, -0.4], [-0.1, -0.4, 0.0], [-0.2, 0.3, 0.1], [0.0, -0.1, 0.1], [-0.4, -0.1, 0.3], [0.0, 0.0, 0.0], [-0.1, 0.0, 0.0], [-0.1, 0.1, 0.1], [0.1, 0.1, 0.0], [0.1, 0.1, -0.4], [-0.7, 0.0, 0.0], [-0.5, -0.2, 0.5], [0.2, -0.5, 0.2], [-0.1, 0.1, 0.1], [-0.2, 0.5, 0.1], [0.1, -0.4, -0.1], [-0.1, -0.2, 0.0], [0.0, 0.0, -0.1], [0.0, -0.2, 0.2], [0.1, 0.2, -0.1], [0.1, 0.1, 0.1], [-0.1, 0.2, 0.2], [0.1, 0.2, 0.0], [-0.3, 0.2, -0.1], [0.0, 0.1, 0.1], [0.3, 0.4, -0.1], [0.2, -0.2, 0.1], [0.1, 1.0, 0.2], [-0.3, 0.2, 0.1], [-0.1, 0.1, 0.1], [0.1, -0.1, 0.2], [0.0, 0.3, 0.3], [0.1, -0.3, -0.1], [0.2, 0.0, 0.0], [0.1, 0.2, 0.0], [0.3, 0.1, 0.1], [0.2, 0.0, -0.2], [-0.1, -0.1, 0.4], [-0.1, 0.2, 0.2], [0.0, 0.0, -0.2], [0.4, -0.4, 0.1], [-0.7, 0.3, 0.0], [0.0, 0.4, 0.4], [0.7, -0.4, -0.3], [0.3, -0.3, 0.0], [-0.1, -0.1, -0.4], [-0.1, -0.1, 0.6], [0.5, 0.4, 0.1], [0.1, 0.2, 0.0], [0.1, 0.1, 0.0], [-0.1, 0.0, 0.3], [0.1, -0.3, 0.2], [0.1, 0.0, 0.3], [-0.2, -0.2, 0.0], [0.2, 0.3, 0.1], [0.2, -0.1, 0.4], [0.0, 0.1, -0.1], [0.2, -0.3, -0.1], [0.0, 0.4, 0.0], [0.6, -0.2, 0.0], [0.1, 0.0, 0.7], [-0.1, -0.4, -0.1], [-0.4, 0.0, 0.3], [0.0, 0.1, 0.0], [0.0, -0.1, -0.3], [0.1, 0.3, -0.2], [0.0, 0.1, 0.0], [0.0, 0.0, 0.0], [-0.2, 0.1, 0.0], [-0.5, -0.2, 0.2], [0.2, 0.0, -0.1], [0.2, 0.1, 0.0], [0.2, 0.0, 0.1], [0.0, -0.1, 0.1], [0.1, 0.1, 0.3], [0.0, -0.2, -0.1], [0.1, 0.3, -0.1], [0.1, 0.2, -0.4], [0.1, 0.2, 0.0]],
  "relative_energy_ev": 0.000,
  "lumo_ha": -0.05277,
  "charge": 0,
  "e_tot_ha": -5024.038484
}